# C7H12

An isolated molecule of C7H12 (ωB97M-V/def2-TZVPD, the OMol25 dataset).

HOMO-LUMO gap	0.383	Eh
relative energy (zero: lowest compared OMol25 entry of this formula, charge and spin)	28.94	kcal/mol
DFT total energy	-7452.176	eV
total charge	0
structure (SMILES)	CC#CCCCC

Atoms and positions in Å:
C -2.565 2.738 1.826
C -1.978 1.571 1.164
C -1.509 0.613 0.600
C -0.920 -0.528 -0.112
C 0.609 -0.455 -0.212
C 1.187 -1.572 -1.079
C 2.706 -1.495 -1.206
H -1.793 3.459 2.115
H -3.109 2.450 2.731
H -3.267 3.250 1.160
H -1.344 -0.575 -1.124
H -1.212 -1.463 0.384
H 0.894 0.521 -0.627
H 1.041 -0.500 0.797
H 0.732 -1.520 -2.078
H 0.899 -2.547 -0.661
H 3.015 -0.534 -1.634
H 3.190 -1.594 -0.227
H 3.094 -2.289 -1.853